(1)
The following is a quantum chemistry calculation of 8 unconnected molecules or ions with the total composition C8H32N16O8 in a non-equilibrium geometry, from the Open Molecules 2025 dataset.

Output
- HOMO-LUMO gap (eV) = 8.77
- E (Eh) = -1802.3560
- SMILES string = NC(N)=O.NC(N)=O.NC(N)=O.NC(N)=O.NC(N)=O.NC(N)=O.NC(N)=O.NC(N)=O

```
! RIJCOSX wB97M-V def2-TZVPD def2/J DEFGRID3
* xyz 0 1
N -2.9716 0.5441 -3.9608
C -2.7871 -0.7073 -3.4353
N -3.2672 -1.7065 -4.2035
O -2.4897 -0.9064 -2.2393
H -2.7618 0.6520 -4.9366
H -2.9971 1.3208 -3.3251
H -3.5506 -1.4921 -5.1422
H -2.9698 -2.6300 -3.9276
N 4.7845 -3.0679 2.9741
C 3.5755 -2.6523 2.4368
N 3.7054 -1.8141 1.3936
O 2.5123 -3.1484 2.8020
H 5.6174 -2.6950 2.5628
H 4.7537 -3.4690 3.8918
H 2.9439 -1.4481 0.8431
H 4.6280 -1.5310 1.1170
N 5.2795 -2.9986 -1.8289
C 6.0125 -1.8347 -1.7070
N 5.3490 -0.8359 -1.0427
O 7.1838 -1.8079 -2.0555
H 4.3826 -3.0426 -1.3754
H 5.9053 -3.7720 -1.6416
H 5.5732 0.1284 -1.2262
H 4.4008 -1.0200 -0.7722
N -0.8191 3.6266 0.1138
C -1.2628 3.8216 1.3987
N -2.6032 3.9680 1.5291
O -0.4772 3.9082 2.3334
H 0.1888 3.6324 0.0771
H -1.3299 3.5641 -0.7449
H -3.0481 4.0132 2.4229
H -3.1127 4.1160 0.6727
N -5.4784 1.8722 1.4626
C -4.6277 1.9552 0.4307
N -3.4978 1.2208 0.4454
O -4.8760 2.7814 -0.4740
H -5.3535 1.4862 2.3798
H -6.3937 2.2054 1.2087
H -3.2275 0.6217 1.2056
H -2.8162 1.3886 -0.2674
N 2.7932 2.3586 0.7505
C 2.2679 2.1628 1.9973
N 1.8667 0.8919 2.2641
O 2.1846 3.0789 2.8072
H 3.1162 3.2625 0.4721
H 2.7730 1.5861 0.1014
H 1.4226 0.6621 3.1309
H 1.9540 0.2085 1.5291
N -3.9598 -1.8860 -0.0952
C -3.3618 -2.1176 1.1165
N -2.0139 -2.0463 1.0996
O -4.0196 -2.4130 2.1154
H -3.4297 -1.5183 -0.8906
H -4.9284 -1.6262 -0.0136
H -1.4965 -2.3867 1.8911
H -1.5927 -1.8464 0.2131
N -0.0506 0.6467 -0.5086
C 0.7844 -0.3552 -0.8561
N 0.2324 -1.3294 -1.6276
O 1.9433 -0.4424 -0.3995
H -0.8962 0.8419 -1.0101
H 0.2443 1.2011 0.2832
H -0.6418 -0.9896 -2.0282
H 0.7304 -2.1908 -1.7372
*
```

---

(2)
The following is a quantum chemistry calculation of 7 unconnected molecules or ions with the total composition C8H33BNO5 in a non-equilibrium geometry, from the Open Molecules 2025 dataset.

Output
- HOMO-LUMO gap (eV) = 4.25
- E (Eh) = -779.9928

```
! RIJCOSX wB97M-V def2-TZVPD def2/J DEFGRID3
* xyz -1 1
O -1.6933 0.4466 5.5296
H -1.3426 1.3050 5.2811
H -1.5566 -0.2164 4.8489
H -2.6039 0.4701 5.8328
N -0.0469 0.4980 0.5190
H -0.8778 0.8592 0.0726
H 0.7159 0.2169 -0.0804
H -0.2522 -0.3640 1.0037
H 0.2596 1.0895 1.2781
B 0.1120 4.6798 -0.1616
H -0.1658 5.6958 -0.3957
H 0.5884 4.1555 -0.9755
H 0.8631 4.7872 0.6055
H -0.7113 4.1201 0.2545
C 2.3615 2.7911 3.9542
O 0.9875 2.5509 3.6307
H 2.6105 2.9667 5.0007
H 2.9743 2.0061 3.5111
H 2.7391 3.6263 3.3644
C -0.3198 -3.3210 3.3317
O -1.1864 -2.2965 2.8991
H -0.2318 -3.4246 4.4132
H -0.6867 -4.3238 3.1132
H 0.6489 -3.2578 2.8360
C -5.1045 -1.2800 -2.3855
C -4.8790 -0.6434 -3.7969
C -3.4374 -0.8561 -4.3641
O -5.7754 -1.3976 -4.6875
H -6.1232 -1.0439 -2.0781
H -4.3387 -0.8849 -1.7180
H -5.0276 -2.3639 -2.4723
H -5.1729 0.4053 -3.8396
H -3.2798 -1.9345 -4.3452
H -2.6399 -0.4644 -3.7327
H -3.2922 -0.3763 -5.3319
H -6.6421 -1.5499 -4.3037
C 4.3172 -1.0486 0.0060
C 4.1813 -0.5421 -1.4297
C 5.0557 -1.3314 -2.4660
O 2.8277 -0.7072 -1.8033
H 4.0500 -2.1034 -0.0573
H 3.6724 -0.5599 0.7364
H 5.3868 -0.9524 0.1926
H 4.5002 0.4993 -1.4746
H 4.8013 -1.0681 -3.4927
H 5.0917 -2.4178 -2.3853
H 6.0106 -0.8060 -2.4748
H 2.6318 -1.6334 -1.9628
*
```

---

(3)
The following is a quantum chemistry calculation of 9 unconnected molecules or ions with the total composition C8H34O9 in a non-equilibrium geometry, from the Open Molecules 2025 dataset.

Output
- HOMO-LUMO gap (eV) = 10.05
- E (Eh) = -1002.2121
- SMILES string = CO.CO.CO.CO.CO.CO.CO.CO.O

```
! RIJCOSX wB97M-V def2-TZVPD def2/J DEFGRID3
* xyz 0 1
C -0.2229 1.7038 -3.1536
O 0.9720 0.8873 -3.0390
H -0.9740 1.4339 -2.3805
H -0.0025 2.7819 -3.0823
H -0.6958 1.5135 -4.1353
H 0.9706 0.3391 -2.2451
C 3.6584 1.3605 0.1148
O 3.7856 1.4655 1.5318
H 4.0806 2.2345 -0.3894
H 4.1207 0.4274 -0.2473
H 2.5860 1.2952 -0.1338
H 4.6904 1.2457 1.7865
C 2.2068 -2.8429 -0.2906
O 1.1376 -2.6743 -1.2639
H 2.3858 -3.9157 -0.1945
H 3.0935 -2.2523 -0.5599
H 1.8608 -2.4652 0.6838
H 0.7547 -1.8385 -0.9983
C 0.8951 0.0629 3.3900
O 1.2349 0.3314 2.0278
H -0.0291 -0.4985 3.3919
H 1.6651 -0.5709 3.9104
H 0.6897 0.9826 3.9568
H 2.1465 0.6937 2.0841
C -0.6217 3.7322 0.2808
O 0.6105 4.3600 0.3058
H -1.4403 4.4514 0.2597
H -0.7032 3.0547 -0.5895
H -0.7757 3.0930 1.1678
H 1.3103 3.6905 0.3522
C -2.8588 1.1204 1.2471
O -2.5828 0.5797 -0.0661
H -3.5975 0.4630 1.7366
H -1.9791 1.2582 1.8301
H -3.3525 2.0944 1.1023
H -3.4235 0.5527 -0.4944
C -1.6861 -2.7078 1.1547
O -1.6325 -3.3392 2.4361
H -1.1779 -1.7246 1.1644
H -1.2455 -3.3315 0.3597
H -2.7484 -2.5197 0.8992
H -0.7650 -3.7229 2.5556
C -1.7345 -2.2824 -2.7510
O -3.1090 -2.2045 -3.0383
H -1.5027 -1.8390 -1.7572
H -1.3555 -3.3054 -2.7230
H -1.2230 -1.6324 -3.4646
H -3.5191 -1.8273 -2.2551
O 0.2530 -0.0484 -0.4555
H -0.6896 0.1572 -0.4924
H 0.5398 0.1772 0.4704
*
```

---

> Which of these has the highest E?

C8H33BNO5

---

> E of number 3 (C8H34O9)?

-1002.2121 Eh

---

> Look up the E of the third one.

-1002.2121 Eh